This record from OMol25 describes a cluster of 2 separate species, C4HO2 in total at a distorted geometry. The level of theory is wB97M-V/def2-TZVPD.

Values from the calculation:
- gap between HOMO and LUMO (spin up / spin down) (eV) = 7.07 / 6.37
- F_max (hartree/bohr) = 0.0799
- energy above the lowest of the compared OMol25 structures with the same formula, charge and spin (kcal per mole) = 50.9
- expectation value of S² = 2.009
- 2S+1 = 3
- LUMO (spin up / spin down) (eV) = 4.42 / 1.06
- net charge = -1

Geometry (Å):
C 0.667250 -1.621100 -0.113286
C -0.078613 -0.278038 -0.202258
C -1.298047 0.595182 0.173656
C 1.261245 -0.366162 -0.209242
O -1.551869 0.190378 1.291605
O -1.913445 1.241728 -0.653385
H 2.913479 0.238009 -0.287092

Forces on the atoms, in the same order (eV/Å):
C -0.5 4.1 -0.5
C -0.5 -1.0 0.1
C -0.4 -2.1 -1.7
C 0.2 -2.8 0.3
O -0.4 0.2 2.5
O 0.2 1.1 -0.6
H 1.4 0.5 -0.2

Mulliken population analysis, charges in e, atoms 1 to 5:
1. C -0.43
2. C 0.24
3. C 0.56
4. C -0.35
5. O -0.59